{"formula": "C11H19BeBrCl2F15Li2MgN3NaO9P2SSi2", "method": "ωB97M-V with the def2-TZVPD basis set", "e_homo_ev": -8.2719, "gap_ev": 2.3, "charge": 1, "species": ["C", "C", "N", "Si", "C", "C", "N", "O", "Si", "O", "C", "C", "N", "S", "O", "O", "C", "F", "F", "C", "F", "F", "C", "F", "F", "C", "F", "F", "F", "H", "H", "H", "H", "H", "H", "H", "H", "H", "H", "H", "H", "H", "H", "H", "H", "Mg", "Br", "F", "P", "F", "F", "F", "F", "F", "Li", "O", "H", "Li", "C", "Cl", "Cl", "H", "H", "O", "P", "O", "O", "O", "Na", "Be"], "coordinates": [[1.2896, -1.6810, 4.6596], [0.0958, -1.8158, 3.6653], [0.6819, -1.9425, 2.3299], [-0.0535, -0.9911, 1.1180], [0.3192, -1.8279, -0.5101], [1.4779, -2.8094, -0.4349], [2.5413, -2.5611, 0.1891], [-1.7066, -0.9753, 1.4391], [-2.6555, -0.3077, 0.2400], [-2.9402, -1.2646, -1.0532], [-4.3597, 0.1185, 0.9980], [-5.2183, 0.6122, -0.1432], [-5.6209, 1.8156, -0.2850], [0.7552, 1.0301, 1.4130], [0.9049, 1.1429, 2.8575], [-0.2455, 2.0278, 1.0225], [2.4580, 1.3561, 0.7046], [2.9059, 2.4532, 1.2607], [3.2358, 0.3588, 1.1464], [2.6135, 1.3987, -0.8652], [3.7280, 2.0648, -1.1011], [2.8689, 0.0941, -1.3492], [1.4972, 2.1391, -1.6432], [1.3222, 3.2997, -1.0380], [0.3409, 1.4408, -1.7265], [1.9334, 2.5035, -3.1391], [0.7661, 2.3579, -3.8875], [2.2944, 3.7373, -3.2424], [2.8149, 1.6614, -3.6537], [1.6018, -2.6480, 5.0696], [2.1011, -1.2220, 4.0913], [0.9973, -0.9433, 5.4368], [-0.5227, -0.9220, 3.8053], [-0.4399, -2.7243, 3.9198], [0.6011, -2.9292, 2.0697], [0.4708, -1.1356, -1.3928], [-0.5474, -2.4446, -0.7703], [1.3536, -3.7775, -0.9295], [3.1930, -3.3407, 0.1210], [-2.1308, 0.9833, -0.2423], [-3.0604, -2.1803, -0.7524], [-4.3048, 0.8634, 1.8165], [-4.8473, -0.7908, 1.3676], [-5.4633, -0.1538, -0.8789], [-5.2685, 2.3439, 0.5157], [1.7880, -0.8918, -2.9070], [-0.1438, 2.5018, -5.8755], [4.7620, 7.1543, 0.3933], [4.2365, 5.8825, -0.5053], [4.8551, 4.9325, 0.7065], [2.8344, 6.7487, -0.3472], [5.7632, 5.8535, -1.1220], [3.9308, 5.9614, -2.1326], [3.2132, 4.5622, -0.5508], [-4.9875, 2.8350, -2.0425], [-3.4518, 2.5045, -4.8958], [-2.5033, 2.4458, -4.9165], [1.7609, -0.9437, 6.7496], [-2.7537, -3.7204, -3.9162], [-2.3053, -4.0334, -2.2274], [-4.5045, -3.6521, -4.1142], [-2.3275, -2.7703, -4.2178], [-2.3589, -4.5211, -4.5297], [-0.1608, -6.6711, 2.3165], [-0.0110, -5.9844, 3.6665], [1.3663, -6.3412, 4.2158], [-1.0729, -6.5768, 4.5843], [-0.1659, -4.4775, 3.5499], [-2.1349, 1.6194, 2.5923], [-3.4070, 3.1676, -6.6925]], "forces_ev_per_a": [[-0.19, 0.46, -0.31], [1.14, 0.35, 1.17], [-1.49, 0.66, -0.10], [1.31, -3.64, 0.12], [-0.16, 0.09, -0.05], [0.07, -0.33, 0.07], [0.20, 0.46, 0.01], [-0.02, 1.94, -1.01], [-0.99, -0.25, -0.34], [0.17, 0.21, 1.03], [-0.35, -0.03, -0.37], [0.42, -0.19, 0.85], [0.88, 0.22, -0.59], [-1.18, 1.67, 1.92], [0.67, -0.84, 0.36], [-0.24, -0.16, -1.08], [1.13, -0.46, -0.39], [-0.64, 0.50, -0.14], [-0.46, -0.41, 0.01], [0.70, 0.18, -0.12], [0.18, 0.00, 0.06], [-0.63, 1.09, 1.04], [1.00, 0.58, -1.36], [-0.97, -0.40, 0.43], [-0.02, -0.21, 0.77], [-1.86, -0.22, -0.17], [2.24, -0.19, 3.16], [0.61, 0.15, 0.05], [0.45, 0.08, 0.05], [-0.11, 0.01, 0.01], [0.16, -0.04, 0.26], [-0.72, -0.13, -0.95], [-0.04, -0.04, -0.30], [-0.29, 0.09, -0.11], [0.38, -0.14, 0.20], [-0.62, -0.56, 0.92], [-0.17, 0.34, -0.11], [-0.39, 0.19, -0.15], [0.06, 0.01, 0.02], [0.12, -0.10, 0.01], [-0.06, -0.27, -0.73], [-0.30, -0.22, -0.27], [0.29, -0.02, 0.24], [-0.09, 0.21, -0.15], [-0.34, 0.26, 0.01], [0.32, -0.66, -1.95], [-2.98, 0.55, -3.40], [0.38, -0.01, -0.54], [0.54, 0.58, -0.19], [-0.25, 0.51, 0.46], [-0.34, -0.69, 0.36], [0.02, -0.74, 0.45], [-0.50, 0.56, 0.20], [0.32, -0.07, -0.57], [-0.13, -0.27, -0.29], [-1.86, 1.76, -3.57], [1.36, -0.22, 0.26], [0.75, -0.29, 0.79], [-0.02, 0.19, -0.17], [0.13, -0.34, 0.03], [0.01, 0.03, -0.01], [-0.01, 0.03, 0.10], [-0.03, -0.10, 0.11], [0.08, -0.57, 0.22], [0.02, 1.42, 0.28], [0.11, -0.34, -0.32], [-0.20, -0.40, -0.27], [0.09, -0.15, -0.13], [0.78, 0.17, -0.02], [1.56, -1.85, 4.21]], "lowdin_charge": [-0.103, -0.305, -0.065, 0.400, -0.273, -0.336, 0.130, -0.223, 0.378, -0.152, -0.181, -0.270, 0.012, 0.729, -0.328, -0.392, -0.491, 0.199, 0.134, -0.320, 0.212, -0.071, -0.377, 0.178, 0.071, -0.544, -0.283, 0.254, 0.124, 0.093, 0.087, 0.001, 0.083, 0.069, 0.087, -0.085, 0.036, 0.125, 0.083, 0.057, 0.023, 0.074, 0.112, 0.127, 0.056, 0.744, 0.210, -0.199, 0.386, -0.216, -0.215, -0.202, -0.214, -0.239, 0.819, -0.456, -0.223, 0.877, -0.978, 0.568, 0.522, 0.029, 0.034, -0.092, -0.108, -0.135, -0.118, -0.337, 0.652, 0.758]}



{"formula": "C8H14CuN3O4", "method": "ωB97M-V with the def2-TZVPD basis set", "spin_multiplicity": 2, "e_homo_ev": [-1.0334, -4.6025], "gap_ev": [2.6, 6.2], "s2": 0.77, "charge": -1, "species": ["C", "Cu", "N", "N", "H", "H", "H", "H", "H", "H", "H", "H", "H", "H", "O", "C", "O", "C", "C", "C", "C", "C", "C", "N", "O", "O", "H", "H", "H", "H"], "coordinates": [[1.5790, 1.0881, -2.4611], [0.0132, -0.0571, -2.5865], [-1.0192, -1.6831, -2.5735], [0.2361, 0.0424, -4.6956], [-1.8532, -1.1752, -2.2647], [1.5837, -0.3095, -2.4529], [2.0491, 1.0337, -1.4776], [0.9955, 2.0459, -2.5095], [2.3404, 1.2247, -3.2334], [-0.6870, 0.2599, -5.0700], [0.5892, -0.8305, -5.0960], [0.8923, 0.7986, -4.9008], [-1.1063, -2.1777, -3.4553], [-0.6613, -2.2447, -1.7983], [-1.2993, 2.2037, -0.1187], [-0.8977, 1.0492, 0.1156], [-0.9212, 0.0588, -0.7937], [-0.5581, 0.6112, 1.5246], [0.1904, -0.5892, 1.6855], [0.3952, -1.1119, 3.0044], [-0.0363, -0.3408, 4.1093], [-0.6780, 0.9157, 3.9663], [-0.9120, 1.4408, 2.6524], [0.2491, -0.8213, 5.4012], [0.8398, -1.9139, 5.4463], [-0.1236, -0.0863, 6.3305], [0.4077, -1.2024, 0.7957], [0.8793, -2.0675, 3.1090], [-0.9968, 1.4768, 4.8352], [-1.4899, 2.3617, 2.5115]], "forces_ev_per_a": [[1.91, -0.30, 0.85], [0.55, 0.34, 0.84], [-0.53, -1.10, -0.07], [-0.30, 0.28, -1.20], [0.09, -0.63, -0.01], [-0.74, 1.61, -0.39], [0.31, 0.83, -0.10], [-0.51, -1.18, 0.21], [0.27, -0.17, 0.20], [0.45, -0.03, -0.30], [-0.23, 0.48, 0.12], [-0.41, -0.35, -0.12], [-0.31, -0.22, 0.55], [-0.43, 0.08, -0.45], [0.74, -0.87, -0.10], [-1.38, -0.53, -0.28], [0.26, 1.78, 1.09], [0.74, 0.74, -0.43], [-1.18, -0.40, 2.11], [-0.30, 1.35, -2.57], [0.43, -0.28, 0.56], [-0.30, 0.93, -2.52], [0.32, -2.31, 1.03], [-0.91, 1.37, -3.58], [0.78, -1.45, 1.45], [-0.03, 0.10, 2.30], [0.05, 0.49, 0.56], [0.05, 0.04, 0.36], [0.16, -0.22, -0.03], [0.45, -0.39, -0.06]], "mulliken_spin": [0.000, 0.002, -0.001, 0.000, 0.000, 0.001, 0.000, 0.000, 0.000, 0.000, 0.000, 0.000, 0.001, 0.000, 0.029, 0.007, 0.008, 0.147, -0.078, 0.138, -0.007, 0.129, -0.047, 0.193, 0.198, 0.205, 0.005, 0.036, 0.033, 0.003]}



{"formula": "C6H11NO", "method": "ωB97M-V with the def2-TZVPD basis set", "e_homo_ev": -9.0410, "gap_ev": 9.3, "species": ["C", "C", "C", "C", "C", "H", "H", "H", "H", "H", "H", "H", "H", "C", "O", "N", "H", "H", "H"], "coordinates": [[0.1098, 1.4349, -1.1131], [-0.0787, -1.0419, -1.7192], [-0.6313, 0.1314, -0.9491], [-2.5798, -0.1415, 0.7595], [-1.6185, -0.0025, -0.1074], [-0.3427, 2.2344, -0.5286], [0.1138, 1.7324, -2.1651], [1.1449, 1.3111, -0.7860], [-0.0781, -0.8209, -2.7898], [0.9545, -1.2220, -1.4126], [-0.6562, -1.9482, -1.5436], [-2.3841, -0.3770, 1.8010], [-3.6203, -0.0056, 0.4859], [0.9309, 0.1947, 2.1981], [2.3189, -0.7375, 0.7287], [2.0754, 0.5692, 1.9567], [3.1410, -1.2296, 0.8868], [0.9474, -0.7404, 1.3959], [0.2531, 0.6587, 2.9021]], "forces_ev_per_a": [[-0.18, 0.03, -0.04], [-0.08, 0.02, -0.01], [0.24, -0.10, 0.17], [-0.22, 0.08, 0.10], [0.13, 0.03, -0.05], [-0.02, -0.01, -0.01], [0.06, 0.01, 0.03], [0.01, -0.03, -0.06], [0.00, -0.04, 0.02], [-0.01, 0.03, -0.03], [-0.01, 0.03, -0.03], [0.07, -0.07, -0.06], [0.03, 0.01, -0.04], [-0.83, -1.93, -1.34], [0.77, 1.60, 0.75], [1.59, -1.00, -1.34], [0.02, 0.20, 0.12], [-1.64, 0.98, 1.85], [0.07, 0.14, -0.02]], "lowdin_charge": [-0.060, -0.060, -0.366, 0.000, -0.098, 0.079, 0.079, 0.067, 0.079, 0.061, 0.079, 0.046, 0.050, -0.110, -0.217, 0.115, 0.046, 0.126, 0.086]}



{"formula": "C4H5NO3S", "method": "ωB97M-V with the def2-TZVPD basis set", "e_homo_ev": -9.9182, "gap_ev": 9.3, "smiles": "O=S1(=O)N=CC=C[C@@H]1O", "species": ["O", "S", "O", "N", "C", "C", "C", "C", "O", "H", "H", "H", "H", "H"], "coordinates": [[-1.5629, -1.8011, 0.1422], [-0.6456, -1.0011, 0.8751], [-0.5245, -1.0614, 2.3043], [0.9483, -1.2070, 0.3158], [1.4206, -0.6250, -0.6602], [0.6328, 0.3477, -1.5002], [-0.2904, 1.0640, -0.8947], [-0.7209, 0.8212, 0.5124], [0.3259, 1.0952, 1.4089], [2.2489, -1.1383, -1.1738], [0.7444, 0.3849, -2.5738], [-1.0113, 1.4132, -1.6333], [-1.7468, 1.1518, 0.6842], [0.1814, 0.5557, 2.1932]], "forces_ev_per_a": [[0.04, -0.54, -0.07], [0.94, 1.62, -1.09], [-0.55, -0.81, 0.31], [-1.28, -2.44, 2.35], [-0.12, 0.23, -4.09], [1.50, -0.40, 1.35], [-1.87, -0.81, -1.29], [0.74, -1.41, 0.47], [-0.25, 2.41, -0.35], [0.46, 0.67, 0.61], [0.32, -0.06, 0.03], [-0.14, 0.95, 0.69], [0.24, 0.47, 0.55], [-0.02, 0.11, 0.54]], "lowdin_charge": [-0.257, 0.699, -0.288, -0.021, -0.173, -0.039, -0.060, -0.357, -0.055, 0.123, 0.110, 0.120, 0.139, 0.059]}



{"formula": "C5H12N2", "method": "ωB97M-V with the def2-TZVPD basis set", "spin_multiplicity": 2, "e_homo_ev": [-13.7842, -13.7684], "gap_ev": [10.8, 5.5], "s2": 0.76, "charge": 1, "species": ["C", "C", "C", "C", "N", "C", "N", "H", "H", "H", "H", "H", "H", "H", "H", "H", "H", "H", "H"], "coordinates": [[-0.9205, 0.1299, 0.7912], [-1.3456, -1.2861, 0.3895], [-0.2230, -2.2106, 0.0223], [1.0001, -1.9478, -0.4199], [-0.6571, 0.9276, -0.4626], [0.2343, 2.0849, -0.2166], [1.7192, 1.8654, -0.1874], [-0.0440, 0.1532, 1.4469], [-1.7081, 0.7370, 1.2378], [-1.9676, -1.6417, 1.2373], [-1.9937, -1.1312, -0.4885], [-0.6426, -3.2028, 0.0385], [1.7117, -2.7609, -0.3593], [1.3059, -1.0076, -0.8714], [-0.4807, 0.5364, -1.3947], [-0.1299, 2.2911, 0.7888], [0.1267, 3.0071, -0.8023], [2.0262, 2.0504, 0.7699], [1.8142, 0.8454, -0.2166]], "forces_ev_per_a": [[-0.45, -0.23, -2.27], [-0.47, 1.55, 0.03], [-1.05, 0.20, -0.01], [-0.27, -0.40, 0.22], [3.64, 0.50, 0.66], [-0.69, 1.63, 1.42], [-1.05, -1.88, 0.38], [0.13, 0.24, -0.24], [-0.27, -0.22, 0.38], [0.43, -0.30, -0.70], [-0.30, -0.42, 0.38], [0.84, -0.72, 0.63], [0.11, 0.05, -0.83], [0.26, 0.09, 0.69], [-1.03, -0.52, 0.12], [0.41, 0.85, 0.18], [-0.88, -0.84, -0.52], [-0.01, 0.29, -0.14], [0.66, 0.14, -0.35]], "mulliken_spin": [0.015, 0.014, -0.001, 0.008, 0.811, -0.030, 0.157, 0.030, 0.029, -0.001, -0.005, 0.000, 0.001, -0.002, -0.015, 0.000, 0.007, -0.002, -0.015]}



{"formula": "C4H2O2", "method": "ωB97M-V with the def2-TZVPD basis set", "e_homo_ev": -10.7029, "gap_ev": 9.0, "species": ["O", "C", "C", "C", "C", "O", "H", "H"], "coordinates": [[-0.6968, -1.5682, -0.8693], [0.3796, -1.1013, -0.5920], [1.6847, 0.6098, 0.5493], [0.5074, 0.2056, 0.1422], [-0.7547, 0.9748, 0.4670], [-0.7762, 2.1124, 0.8535], [1.3222, -1.6034, -0.8628], [-1.6663, 0.3703, 0.3122]], "forces_ev_per_a": [[0.47, 0.28, 0.16], [-0.28, -0.27, -0.14], [-0.51, -0.28, -0.22], [0.55, 0.23, 0.18], [-0.15, 0.52, 0.23], [-0.04, -0.57, -0.22], [-0.14, 0.05, 0.02], [0.12, 0.03, -0.01]], "lowdin_charge": [0.070, -0.236, 0.333, -0.294, -0.212, 0.076, 0.130, 0.134]}



Result set for calculated total energy: -226293.0597, -65819.4827, -9932.1112, -22693.7310, -8349.1051, -8270.3637 eV, one per record in the order listed.